Formula: C12H39AlClNO13P5Si
Source: OMol25
Level of theory: ωB97M-V/def2-TZVPD

The geometry in XYZ format:
```
73
Properties=species:S:1:pos:R:3:forces:R:3
C -0.921473 -4.173599 1.668841 0.283 -1.134 0.370
Si -1.317384 -2.350652 1.055394 0.362 -0.747 -1.463
C 0.184992 -1.744690 -0.037421 1.364 -0.286 -0.745
C -2.818146 -2.516206 -0.157782 -0.327 -0.552 -0.382
Al -1.754208 -0.885088 2.865908 0.671 -0.843 0.869
C -0.623804 -1.575531 4.436402 0.203 -0.477 1.699
C 0.695964 -0.675470 4.796474 0.527 -0.437 0.922
C 2.135750 -1.363977 4.402941 0.749 1.710 0.932
Cl 2.123528 -2.306943 2.804183 -0.048 0.787 1.295
P -4.066169 -0.771837 3.376678 0.059 0.803 -0.837
P -4.835260 -2.714389 3.991282 -5.846 0.252 3.105
O -6.330275 -2.495445 4.554598 5.513 -1.047 -2.033
O -4.994358 -3.752406 2.603095 2.821 0.270 3.017
O -3.896568 -3.367746 5.303469 0.384 1.062 -2.899
P -1.181797 1.358220 2.372724 -1.497 1.727 -0.924
N -2.433901 2.003213 1.516544 1.712 0.353 2.697
O -1.121889 2.228541 3.890732 0.251 -2.192 -0.079
O 0.330852 1.476837 1.478705 -0.923 1.742 1.964
H -0.833610 -4.891798 0.727945 -0.329 1.303 1.995
H -1.770770 -4.553381 2.411690 1.723 0.567 -1.606
H 0.098245 -4.243512 2.252539 -2.010 0.179 -1.105
H 0.957984 -2.636543 -0.210739 -1.588 1.825 0.277
H -0.186948 -1.402009 -1.106869 0.825 -0.497 2.176
H 0.791090 -0.900668 0.500934 -1.180 -1.433 -1.262
H -3.747997 -2.810104 0.508543 1.601 0.609 -1.714
H -2.546449 -3.379168 -0.935187 -0.876 1.838 1.488
H -2.978004 -1.493593 -0.712419 0.070 -2.040 1.037
H -0.356169 -2.728183 4.280540 -0.293 2.471 0.325
H -1.311243 -1.561711 5.412369 1.399 -0.026 -1.793
H 0.704198 -0.512964 5.981172 0.291 -0.326 -2.498
H 0.703645 0.406373 4.338247 -0.160 -2.223 0.635
H 2.601842 -2.046558 5.230967 -1.232 1.089 -1.688
H 2.904892 -0.463776 4.249900 -1.598 -2.113 0.209
H -4.130514 0.216141 4.463259 -0.186 -1.386 -0.194
H -4.239628 -4.423307 2.701969 -1.415 1.144 -0.496
H -2.985627 -2.950492 5.202959 -1.403 -0.728 0.199
H -2.818479 2.795474 2.113609 0.487 -1.143 -1.018
H -1.232574 1.551671 4.648386 0.388 1.492 -1.824
H 0.714237 2.408714 1.554358 -0.863 -1.629 -0.234
C 4.352430 2.086043 -4.379391 -0.559 0.224 -0.394
O 5.196474 1.731035 -3.306384 -2.337 1.172 1.711
P 4.563184 0.834745 -1.968998 7.112 -7.135 -1.318
O 5.993487 0.503058 -1.526352 -0.856 1.735 0.188
O 4.015673 -0.351572 -2.976137 -1.151 0.706 1.062
C 4.878400 -0.968688 -3.916384 0.219 0.342 -0.603
O 3.929893 -0.061553 -0.631711 -2.327 2.532 -1.382
C 4.078116 0.590695 0.617100 0.006 0.213 0.655
H 4.458122 3.146085 -4.581657 -0.088 0.204 -0.021
H 4.667430 1.536283 -5.270846 -0.074 -0.059 0.067
H 3.302253 1.861768 -4.152496 0.204 0.076 -0.369
H 5.893714 -0.558726 -3.905064 -0.196 -0.013 0.204
H 4.453779 -0.818917 -4.914122 0.075 -0.051 0.040
H 4.921907 -2.041013 -3.726768 -0.115 0.051 0.242
H 3.722138 1.622119 0.546391 0.024 -0.078 0.322
H 5.123991 0.576621 0.931363 0.002 0.073 -0.150
H 3.478143 0.061180 1.361953 -0.077 -0.011 -0.259
C -1.891671 2.837012 -1.261958 -0.340 -0.443 0.748
O -0.897035 2.907129 -2.259739 -0.817 -3.023 -1.266
P -1.246431 2.371120 -3.867101 2.963 9.270 -2.932
O 0.005904 3.098371 -4.371563 0.110 -1.667 0.758
O -2.542435 3.387254 -3.963483 -0.298 -1.714 -0.495
C -2.411844 4.768774 -3.674450 0.053 0.270 0.730
O -1.595869 1.835173 -5.474396 -1.568 -2.112 2.468
C -0.742113 0.801538 -5.932247 0.289 -0.402 -0.187
H -1.484589 2.345301 -0.385445 -0.207 0.028 -0.109
H -2.178213 3.854009 -0.979533 -0.053 -0.030 -0.074
H -2.771912 2.283765 -1.613733 0.065 0.298 0.314
H -1.398995 5.052551 -3.370038 -0.098 -0.226 -0.153
H -3.100816 5.010246 -2.858837 0.089 0.032 -0.067
H -2.702781 5.355626 -4.545477 0.017 -0.225 -0.161
H -0.683464 0.004883 -5.185617 0.158 -0.123 -0.289
H 0.255451 1.195774 -6.137815 -0.027 0.014 0.140
H -1.156295 0.388876 -6.856001 -0.104 0.105 0.163
```
Forces are in eV/Å.

Computed properties:
* E_LUMO: -0.75 eV
* charge: -1
* HOMO energy: -5.59 eV

Formula: CH8NO2
Source: OMol25
Level of theory: ωB97M-V/def2-TZVPD

The geometry in XYZ format:
```
12
Properties=species:S:1:pos:R:3:forces:R:3
C -0.063284 0.472976 1.473448 -1.230 -0.340 0.489
N 0.601242 -0.709574 1.323078 1.197 0.291 0.042
H 0.518834 1.387378 1.167150 0.094 -0.100 -0.104
H -0.916068 0.467361 0.781871 -0.016 0.273 -0.209
H -0.354306 0.622213 2.514932 0.280 0.252 0.169
H 0.828871 -1.000167 0.332277 -0.785 -0.473 -1.541
H -1.437636 0.924406 -2.290215 -0.103 -0.025 0.222
H 1.220598 -1.070003 2.047623 -0.007 0.166 0.430
O -1.226566 0.814632 -1.349943 -0.106 0.013 -0.078
H -0.437934 0.202494 -1.318188 -0.154 0.638 -0.379
H 1.214828 -1.234321 -1.666175 0.033 0.173 -0.031
O 0.748018 -0.610117 -1.080875 0.797 -0.868 0.989
```
Forces are in eV/Å.

Computed properties:
* E_LUMO: -10.52 eV
* relative energy (zero: lowest compared OMol25 entry of this formula, charge and spin): 701.6 kJ/mol
* charge: +1
* HOMO energy: -15.56 eV

Formula: C5H14N2
Source: OMol25
Level of theory: ωB97M-V/def2-TZVPD

The geometry in XYZ format:
```
21
Properties=species:S:1:pos:R:3:forces:R:3
C 1.696477 -1.693461 -0.576293 -0.001 0.148 -0.112
C 1.910230 -0.188073 -0.451208 1.445 -0.130 1.013
C 1.605130 0.329554 0.980791 -2.224 -0.485 -0.283
C 0.132272 0.016634 1.360002 -0.257 0.273 1.820
N -0.864781 0.528207 0.468684 -0.137 1.213 -0.395
C -1.852055 0.027211 -0.417416 -0.628 -1.257 -0.275
N -2.444761 1.122348 -1.220900 0.334 -0.859 -0.081
H 2.528755 -2.196411 -0.086473 -0.145 -0.291 0.081
H 0.757254 -1.990170 -0.115265 -0.002 -0.137 0.105
H 1.644451 -2.035905 -1.610262 0.178 0.102 -0.045
H 2.993832 0.015581 -0.543893 -0.382 -0.056 -0.559
H 1.392248 0.352139 -1.248907 -0.130 0.163 0.486
H 1.702918 1.406347 1.004524 0.308 0.346 0.043
H 2.127084 -0.100742 1.848165 0.722 -0.013 -0.743
H 0.052400 -1.001309 1.765924 -0.404 -0.348 -1.321
H -0.125494 0.473886 2.340832 0.697 0.428 -0.218
H -0.822559 1.531911 0.393347 0.149 -0.043 0.051
H -2.656104 -0.543087 0.076521 -0.041 0.237 0.605
H -1.488511 -0.750770 -1.112317 0.387 0.477 -0.249
H -2.981329 1.781109 -0.665659 0.103 -0.208 0.353
H -3.133629 0.624820 -1.779932 0.027 0.441 -0.276
```
Forces are in eV/Å.

Computed properties:
* structure (SMILES): CCCCNCN
* E_LUMO: 1.13 eV
* relative energy (zero: lowest compared OMol25 entry of this formula, charge and spin): 155.2 kJ/mol
* HOMO energy: -7.93 eV

- Among the records above, which one has the highest HOMO energy?
  C12H39AlClNO13P5Si

Copy entry 3 word for word.
Formula: C5H14N2
Source: OMol25
Level of theory: ωB97M-V/def2-TZVPD

The geometry in XYZ format:
```
21
Properties=species:S:1:pos:R:3:forces:R:3
C 1.696477 -1.693461 -0.576293 -0.001 0.148 -0.112
C 1.910230 -0.188073 -0.451208 1.445 -0.130 1.013
C 1.605130 0.329554 0.980791 -2.224 -0.485 -0.283
C 0.132272 0.016634 1.360002 -0.257 0.273 1.820
N -0.864781 0.528207 0.468684 -0.137 1.213 -0.395
C -1.852055 0.027211 -0.417416 -0.628 -1.257 -0.275
N -2.444761 1.122348 -1.220900 0.334 -0.859 -0.081
H 2.528755 -2.196411 -0.086473 -0.145 -0.291 0.081
H 0.757254 -1.990170 -0.115265 -0.002 -0.137 0.105
H 1.644451 -2.035905 -1.610262 0.178 0.102 -0.045
H 2.993832 0.015581 -0.543893 -0.382 -0.056 -0.559
H 1.392248 0.352139 -1.248907 -0.130 0.163 0.486
H 1.702918 1.406347 1.004524 0.308 0.346 0.043
H 2.127084 -0.100742 1.848165 0.722 -0.013 -0.743
H 0.052400 -1.001309 1.765924 -0.404 -0.348 -1.321
H -0.125494 0.473886 2.340832 0.697 0.428 -0.218
H -0.822559 1.531911 0.393347 0.149 -0.043 0.051
H -2.656104 -0.543087 0.076521 -0.041 0.237 0.605
H -1.488511 -0.750770 -1.112317 0.387 0.477 -0.249
H -2.981329 1.781109 -0.665659 0.103 -0.208 0.353
H -3.133629 0.624820 -1.779932 0.027 0.441 -0.276
```
Forces are in eV/Å.

Computed properties:
* structure (SMILES): CCCCNCN
* E_LUMO: 1.13 eV
* relative energy (zero: lowest compared OMol25 entry of this formula, charge and spin): 155.2 kJ/mol
* HOMO energy: -7.93 eV

What did the third record say?
Formula: C5H14N2
Source: OMol25
Level of theory: ωB97M-V/def2-TZVPD

The geometry in XYZ format:
```
21
Properties=species:S:1:pos:R:3:forces:R:3
C 1.696477 -1.693461 -0.576293 -0.001 0.148 -0.112
C 1.910230 -0.188073 -0.451208 1.445 -0.130 1.013
C 1.605130 0.329554 0.980791 -2.224 -0.485 -0.283
C 0.132272 0.016634 1.360002 -0.257 0.273 1.820
N -0.864781 0.528207 0.468684 -0.137 1.213 -0.395
C -1.852055 0.027211 -0.417416 -0.628 -1.257 -0.275
N -2.444761 1.122348 -1.220900 0.334 -0.859 -0.081
H 2.528755 -2.196411 -0.086473 -0.145 -0.291 0.081
H 0.757254 -1.990170 -0.115265 -0.002 -0.137 0.105
H 1.644451 -2.035905 -1.610262 0.178 0.102 -0.045
H 2.993832 0.015581 -0.543893 -0.382 -0.056 -0.559
H 1.392248 0.352139 -1.248907 -0.130 0.163 0.486
H 1.702918 1.406347 1.004524 0.308 0.346 0.043
H 2.127084 -0.100742 1.848165 0.722 -0.013 -0.743
H 0.052400 -1.001309 1.765924 -0.404 -0.348 -1.321
H -0.125494 0.473886 2.340832 0.697 0.428 -0.218
H -0.822559 1.531911 0.393347 0.149 -0.043 0.051
H -2.656104 -0.543087 0.076521 -0.041 0.237 0.605
H -1.488511 -0.750770 -1.112317 0.387 0.477 -0.249
H -2.981329 1.781109 -0.665659 0.103 -0.208 0.353
H -3.133629 0.624820 -1.779932 0.027 0.441 -0.276
```
Forces are in eV/Å.

Computed properties:
* structure (SMILES): CCCCNCN
* E_LUMO: 1.13 eV
* relative energy (zero: lowest compared OMol25 entry of this formula, charge and spin): 155.2 kJ/mol
* HOMO energy: -7.93 eV

What did the second record say?
Formula: CH8NO2
Source: OMol25
Level of theory: ωB97M-V/def2-TZVPD

The geometry in XYZ format:
```
12
Properties=species:S:1:pos:R:3:forces:R:3
C -0.063284 0.472976 1.473448 -1.230 -0.340 0.489
N 0.601242 -0.709574 1.323078 1.197 0.291 0.042
H 0.518834 1.387378 1.167150 0.094 -0.100 -0.104
H -0.916068 0.467361 0.781871 -0.016 0.273 -0.209
H -0.354306 0.622213 2.514932 0.280 0.252 0.169
H 0.828871 -1.000167 0.332277 -0.785 -0.473 -1.541
H -1.437636 0.924406 -2.290215 -0.103 -0.025 0.222
H 1.220598 -1.070003 2.047623 -0.007 0.166 0.430
O -1.226566 0.814632 -1.349943 -0.106 0.013 -0.078
H -0.437934 0.202494 -1.318188 -0.154 0.638 -0.379
H 1.214828 -1.234321 -1.666175 0.033 0.173 -0.031
O 0.748018 -0.610117 -1.080875 0.797 -0.868 0.989
```
Forces are in eV/Å.

Computed properties:
* E_LUMO: -10.52 eV
* relative energy (zero: lowest compared OMol25 entry of this formula, charge and spin): 701.6 kJ/mol
* charge: +1
* HOMO energy: -15.56 eV